Run a
Here is C11H19F3N4OS2SiTa as an isolated structure from the Open Molecules 2025 dataset. Energies are from ωB97M-V with the def2-TZVPD basis set.

Last column: natural (NBO) charge in e.
Geometry (Å):
1 Ta 0.34414 -0.96786 -1.21230  2.23
2 N 4.95519 -2.90336 1.06501  -0.71
3 C 3.92726 -2.06643 1.12415  0.39
4 C 2.88437 -2.07999 0.16307  -0.01
5 N 1.86434 -1.22145 0.28063  -0.58
6 C 1.83007 -0.34982 1.31731  -0.08
7 C 2.87560 -0.35233 2.22962  0.08
8 N 3.89240 -1.18287 2.13623  -0.34
9 H 5.05102 -3.60476 0.34930  0.43
10 H 5.66614 -2.85158 1.78093  0.45
11 H 2.86665 -2.77224 -0.66692  0.24
12 H 0.97296 0.30312 1.41689  0.22
13 H 2.87094 0.33518 3.06734  0.25
14 S 1.10134 1.04998 -2.27957  -0.07
15 C 0.36201 2.55748 -1.73248  0.01
16 N 0.07642 3.49040 -2.58312  -0.46
17 C -0.47934 4.74976 -2.04257  -0.24
18 C -0.37132 4.66874 -0.50767  -0.52
19 S 0.13309 2.95311 -0.09382  0.45
20 H 0.21235 3.37381 -3.58317  0.46
21 H -1.51087 4.83547 -2.38178  0.26
22 H 0.09389 5.58339 -2.44363  0.27
23 H -1.32045 4.87094 -0.01910  0.28
24 H 0.39120 5.33211 -0.10734  0.28
25 F 0.83386 -2.68707 -1.75363  -0.54
26 C -0.86258 -1.38433 -3.28801  0.76
27 F -2.01583 -1.88246 -3.35817  -0.20
28 F -0.32652 -1.33358 -4.42412  -0.20
29 C -2.26056 0.34979 2.15694  -1.17
30 Si -2.44234 -1.13603 1.08531  1.85
31 C -3.96960 -1.22551 0.07464  -1.17
32 C -1.79578 -2.71356 1.77468  -1.18
33 O -1.11518 -0.78340 -0.23748  -0.92
34 H -2.98719 0.27661 2.97230  0.30
35 H -2.48010 1.27446 1.62067  0.26
36 H -1.27650 0.42440 2.62345  0.25
37 H -4.81703 -1.41783 0.74019  0.30
38 H -3.94203 -2.04870 -0.64146  0.27
39 H -4.18431 -0.29475 -0.45221  0.27
40 H -2.46192 -3.04165 2.57882  0.30
41 H -0.80215 -2.60988 2.21558  0.26
42 H -1.78368 -3.51729 1.03548  0.27

Computed properties:
LUMO energy in Eh: -0.4344
Total charge: +3
E_HOMO in eV: -17.7

***

Run b
Here is C11H19F3N4OS2SiTa as an isolated structure from the Open Molecules 2025 dataset. Energies are from ωB97M-V with the def2-TZVPD basis set.

Last column: natural (NBO) charge in e.
Geometry (Å):
1 Ta -0.01809 -0.30496 -0.66547  2.07
2 N -3.39861 -1.90908 3.44232  -0.71
3 C -2.34309 -1.23277 3.00835  0.38
4 C -1.91817 -1.27662 1.65286  -0.01
5 N -0.85371 -0.55908 1.29051  -0.55
6 C -0.18811 0.20009 2.18893  -0.09
7 C -0.61738 0.19684 3.51154  0.08
8 N -1.66231 -0.49464 3.90347  -0.34
9 H -3.97002 -2.47838 2.84085  0.43
10 H -3.64933 -1.83254 4.41781  0.45
11 H -2.39551 -1.88149 0.89366  0.24
12 H 0.65292 0.79725 1.84559  0.23
13 H -0.09739 0.78692 4.25770  0.25
14 S 2.34017 0.02552 -1.02114  0.07
15 C 2.86267 -1.57414 -0.51692  -0.01
16 N 3.83724 -2.22616 -1.06907  -0.46
17 C 4.17457 -3.51916 -0.41536  -0.24
18 C 2.89563 -3.97000 0.28610  -0.50
19 S 2.08489 -2.38223 0.77069  0.44
20 H 4.38289 -1.83760 -1.83365  0.47
21 H 4.98930 -3.33348 0.28641  0.26
22 H 4.49397 -4.23453 -1.17041  0.28
23 H 3.09901 -4.54234 1.18779  0.30
24 H 2.20784 -4.50574 -0.36474  0.26
25 F -2.02746 -0.95397 -2.96608  -0.20
26 C -0.78711 -1.01307 -2.65231  0.77
27 F -0.12199 -1.73605 -3.45965  -0.21
28 F -0.80491 -2.07667 -0.97094  -0.56
29 C 0.30585 4.05969 -0.18611  -1.17
30 Si -0.89983 3.20927 -1.28552  1.85
31 C -0.53775 3.25563 -3.08745  -1.17
32 C -2.67124 3.27457 -0.79535  -1.17
33 O -0.45978 1.38772 -0.90380  -0.91
34 H 0.17492 5.14075 -0.30004  0.30
35 H 1.34317 3.84318 -0.44723  0.26
36 H 0.13728 3.84271 0.87012  0.26
37 H -0.74641 4.26403 -3.45967  0.30
38 H -1.17611 2.58393 -3.66492  0.26
39 H 0.51125 3.05586 -3.31462  0.26
40 H -3.04654 4.28605 -0.97615  0.30
41 H -2.81477 3.06325 0.26535  0.26
42 H -3.28793 2.60147 -1.39347  0.27

Computed properties:
LUMO energy in Eh: -0.4268
Total charge: +3
E_HOMO in eV: -17.9

***

Energy ordering: run a at the bottom, the next structure 0.273 eV above.

***

Run a
Here is C13H34N4O5Rb as an isolated structure from the Open Molecules 2025 dataset. Energies are from ωB97M-V with the def2-TZVPD basis set.

Last column: natural (NBO) charge in e.
Geometry (Å):
1 Rb 0.88414 0.48933 0.19059  0.95
2 C -0.92773 -3.89310 2.28465  -0.25
3 O -1.73921 -3.16819 1.39950  -0.53
4 C -1.76375 -1.81265 1.72568  -0.06
5 C -2.50940 -1.01984 0.66936  -0.26
6 N -2.08067 0.38362 0.68599  -0.68
7 C -2.61357 1.12212 1.91784  -0.27
8 C -3.41547 2.37202 1.52004  -0.09
9 O -3.87846 2.31554 0.19179  -0.55
10 C -5.25826 1.98198 0.07890  -0.25
11 H 0.13216 -3.65757 2.11729  0.15
12 H -1.02536 -4.96518 2.10270  0.20
13 H -1.21710 -3.76272 3.33195  0.18
14 H -0.72868 -1.43459 1.79959  0.13
15 H -2.24658 -1.61839 2.69503  0.17
16 H -3.58188 -1.19890 0.55620  0.19
17 H -2.10519 -1.42587 -0.27412  0.20
18 H -2.63583 0.90291 0.00178  0.39
19 H -1.67433 1.42246 2.39534  0.20
20 H -3.05167 0.42878 2.63538  0.19
21 H -2.77420 3.25085 1.59631  0.19
22 H -4.23116 2.50611 2.23581  0.19
23 H -5.84478 2.81810 0.46565  0.18
24 H -5.51533 1.07918 0.64345  0.17
25 H -5.49135 1.78920 -0.96412  0.20
26 C -0.90991 -1.05374 -3.15630  -0.25
27 O -0.04370 -1.22568 -2.03118  -0.58
28 C 0.86988 -2.28658 -2.20859  -0.08
29 C 1.47231 -2.87200 -0.93371  -0.26
30 N 2.56101 -2.09538 -0.33116  -0.66
31 C 3.76644 -2.23836 -1.18314  -0.25
32 C 4.81806 -1.23199 -0.76137  -0.06
33 O 4.52214 0.03415 -1.33388  -0.55
34 C 5.38308 1.03645 -0.84931  -0.25
35 H -1.76868 -0.51254 -2.77234  0.20
36 H -1.20640 -2.03391 -3.53944  0.18
37 H -0.39539 -0.54152 -3.97269  0.18
38 H 1.64310 -1.99104 -2.93091  0.17
39 H 0.39472 -3.15169 -2.69128  0.18
40 H 1.80159 -3.88042 -1.21668  0.19
41 H 0.64678 -3.00132 -0.22521  0.21
42 H 2.88043 -2.42602 0.57148  0.37
43 H 3.53259 -2.11921 -2.23535  0.21
44 H 4.22429 -3.22581 -1.03035  0.18
45 H 5.81898 -1.52432 -1.09880  0.18
46 H 4.81621 -1.15808 0.33466  0.16
47 H 6.38380 0.97793 -1.28871  0.18
48 H 5.51616 0.95905 0.24016  0.16
49 H 4.95167 2.02072 -1.02152  0.19
50 C 0.47287 4.35259 0.62086  0.79
51 O 0.77462 3.21077 0.97438  -0.73
52 N 0.11713 4.62268 -0.67157  -0.83
53 N 0.46722 5.39604 1.49338  -0.83
54 H 0.53438 3.94916 -1.29190  0.40
55 H -0.06787 5.54428 -1.02625  0.40
56 H 0.65602 6.29959 1.09542  0.39
57 H 0.66008 5.26106 2.46872  0.42

Computed properties:
LUMO energy in Eh: -0.0832
Total charge: +1
E_HOMO in eV: -11.9

***

Run b
Here is C13H34N4O5Rb as an isolated structure from the Open Molecules 2025 dataset. Energies are from ωB97M-V with the def2-TZVPD basis set.

Last column: natural (NBO) charge in e.
Geometry (Å):
1 Rb -0.91486 -1.25232 -1.09960  0.96
2 C -0.03508 -4.66609 0.72301  -0.26
3 O -0.34385 -3.30089 0.91346  -0.58
4 C -1.21663 -3.13166 2.02830  -0.07
5 C -1.16063 -1.73130 2.59290  -0.24
6 N -1.49297 -0.57417 1.74184  -0.69
7 C -1.02098 0.64268 2.39055  -0.25
8 C -1.47481 1.85682 1.60309  -0.06
9 O -2.87356 2.03915 1.70384  -0.56
10 C -3.31885 2.65923 2.89601  -0.26
11 H -0.95470 -5.23652 0.56132  0.18
12 H 0.59406 -5.05718 1.52598  0.19
13 H 0.55953 -4.80145 -0.18485  0.19
14 H -0.89963 -3.81933 2.82024  0.19
15 H -2.22366 -3.47270 1.75024  0.18
16 H -0.12556 -1.60735 2.92341  0.20
17 H -1.79155 -1.67032 3.48862  0.19
18 H -2.48104 -0.53156 1.51379  0.39
19 H 0.06712 0.58425 2.45754  0.20
20 H -1.41673 0.74456 3.41434  0.17
21 H -1.27153 1.66166 0.54584  0.18
22 H -0.95320 2.77407 1.89093  0.19
23 H -2.60641 3.40070 3.26577  0.19
24 H -3.42153 1.91631 3.70207  0.17
25 H -4.29976 3.08047 2.69915  0.20
26 C 2.84596 -1.68349 -2.35332  -0.25
27 O 1.93710 -0.98104 -1.49998  -0.59
28 C 2.56377 -0.34911 -0.37681  -0.09
29 C 3.65002 0.66506 -0.58932  -0.27
30 N 3.18554 2.02526 -0.89177  -0.62
31 C 2.22924 2.12077 -1.99575  -0.25
32 C 2.88792 2.36215 -3.35245  -0.08
33 O 3.53897 3.60318 -3.30680  -0.54
34 C 4.71209 3.64261 -4.11247  -0.25
35 H 3.38065 -2.42849 -1.76205  0.18
36 H 3.51500 -0.97677 -2.84364  0.18
37 H 2.24786 -2.15416 -3.13081  0.19
38 H 2.93776 -1.17557 0.25409  0.19
39 H 1.71758 -0.04894 0.25347  0.19
40 H 4.38274 0.27637 -1.31484  0.18
41 H 4.24736 0.70831 0.32551  0.22
42 H 4.00749 2.54826 -1.17717  0.37
43 H 1.61632 3.01698 -1.83640  0.20
44 H 1.53957 1.28126 -2.02500  0.19
45 H 2.12320 2.30313 -4.14258  0.17
46 H 3.56651 1.53523 -3.61605  0.15
47 H 4.46068 3.59315 -5.17954  0.17
48 H 5.37279 2.80656 -3.87970  0.17
49 H 5.16239 4.61947 -3.95548  0.20
50 C -4.85973 -1.03707 0.39503  0.79
51 O -3.73353 -1.07632 -0.09708  -0.74
52 N -5.89437 -1.78528 -0.07128  -0.83
53 N -5.14805 -0.20778 1.44086  -0.85
54 H -6.82397 -1.63676 0.27330  0.40
55 H -5.69950 -2.30212 -0.90886  0.41
56 H -6.02361 -0.34608 1.91426  0.39
57 H -4.56895 0.57419 1.69483  0.43

Computed properties:
LUMO energy in Eh: -0.0881
Total charge: +1
E_HOMO in eV: -11.0

***

Energy ordering: run b at the bottom, the next structure 0.383 eV above.